# 1
Entry from OMol25: a molecular structure, C25H100CsF2NO29S2 at a distorted geometry (ωB97M-V with the def2-TZVPD basis set).

Properties
Multiplicity: 1
Largest force on an atom in eV Å⁻¹: 9.5
HOMO-LUMO gap in eV: 8.493
LUMO level in eV: -0.8
Highest occupied orbital energy in Ha: -0.3428

XYZ file:
```
160
Properties=species:S:1:pos:R:3:forces:R:3
Cs 1.4830 3.4602 -2.8782 -0.0815 -0.0058 -0.1061
N 0.8645 0.5312 -1.0130 2.2137 -2.3755 4.3108
S -0.6258 0.2520 -0.9599 -7.8437 -0.9841 -5.3331
O -1.4662 0.9190 0.0081 1.3734 -1.1115 -0.7804
O -1.0452 -1.0719 -1.5269 1.3377 3.2108 2.5065
F -0.8391 1.1980 -2.2928 -0.2995 0.0558 0.4710
S 1.2500 -0.5829 0.2353 4.4811 -2.4015 2.3213
O 1.6520 -1.9206 -0.1683 -1.0801 2.3514 -0.5224
O 0.5660 -0.5100 1.5005 -0.4913 0.6144 -1.6880
F 2.6513 0.0963 0.5883 -0.4493 -0.2294 -0.6607
C -4.4932 0.4540 -2.2818 -2.0810 -0.1386 -0.0157
O -5.7637 -0.2196 -2.4076 -0.3419 0.2841 -0.4739
H -3.7392 -0.2445 -1.9189 0.2964 0.4339 -0.2093
H -4.3545 0.9378 -3.2486 0.7837 -0.4538 -0.1895
H -4.7093 1.3051 -1.6360 0.6125 -0.1252 0.6194
H -5.7805 -1.1202 -2.0757 0.7579 0.0683 0.3351
C -2.3203 3.0062 -4.8552 -0.6093 1.0367 1.3073
O -2.1907 4.3395 -4.2643 0.3003 -0.7694 -0.0216
H -1.3551 2.6485 -5.2137 -0.3528 -0.0460 -0.4813
H -2.6623 2.3772 -4.0333 0.3155 -0.0531 0.1126
H -3.1830 3.0193 -5.5213 0.5253 -0.1674 -0.6839
H -1.8823 4.9548 -4.9336 -0.0632 -0.0734 -0.1837
C -4.1995 6.0986 -1.0312 1.4852 -0.6561 0.1526
O -3.9582 6.3905 0.3439 -0.7295 0.0730 -0.7176
H -3.3409 6.4766 -1.5862 -0.4322 0.9990 -0.6731
H -3.9815 5.0444 -1.2023 -0.9109 -0.5982 -0.0015
H -5.1802 6.3830 -1.4125 0.2551 0.1652 0.2729
H -3.1245 5.9316 0.4698 0.2692 -0.0106 1.0959
C -0.0538 -2.7616 4.6482 1.2129 -1.5653 -0.2320
O -0.3513 -1.4251 4.5817 -1.1621 2.0552 0.3909
H -0.3130 -3.1589 3.6668 0.0188 -0.5711 0.2335
H 1.0214 -2.8447 4.8069 0.1841 -0.4425 -0.0960
H -0.5328 -3.2854 5.4755 -0.3187 -0.0340 -0.2263
H -0.6691 -1.1275 5.4372 -0.1236 0.1934 0.1225
C 0.1521 3.9870 4.7977 -0.8968 -0.6066 -1.6101
O 0.2529 3.0680 5.8227 0.3408 0.3293 1.8611
H 0.0249 5.0104 5.1506 0.1616 -0.2157 0.1916
H 0.9182 3.9202 4.0252 0.8563 0.2182 0.3744
H -0.7094 3.7044 4.1928 -0.6777 0.4997 -0.1074
H 0.4367 2.1744 5.5240 0.2002 -0.0758 -0.6614
C -3.4756 -2.4482 4.1492 -0.6165 0.5367 1.4883
O -2.7786 -1.8991 3.1006 0.1996 -0.0439 -2.1179
H -2.9986 -3.3132 4.6098 0.0574 -0.1913 -0.0103
H -3.6185 -1.6651 4.8938 0.0425 -0.0772 0.6501
H -4.5039 -2.6940 3.8839 0.1786 -0.2271 -0.5481
H -1.8879 -1.6275 3.3341 0.0047 0.0843 0.4502
C 5.8876 -4.4871 0.2657 -0.8362 -0.2971 0.9725
O 5.5543 -4.7309 -1.0623 0.6558 -0.1898 -1.2323
H 5.1014 -4.9565 0.8571 0.0307 0.3486 0.5784
H 6.8151 -4.9568 0.5930 0.2180 0.1555 -0.5473
H 5.8919 -3.4114 0.4419 0.2220 0.1151 0.5318
H 4.6450 -4.4350 -1.1475 -0.4848 -0.3031 -0.1101
C 1.6476 -5.5506 -0.2020 0.1805 0.7312 -0.3667
O 2.6028 -4.5376 -0.5485 0.3196 -0.4229 0.1483
H 1.3391 -5.4414 0.8377 -0.0449 -0.1034 0.1243
H 0.7914 -5.4056 -0.8608 -0.1936 -0.5203 0.0912
H 2.1039 -6.5297 -0.3482 -0.0588 0.1504 -0.0817
H 2.1776 -3.6875 -0.4141 0.0112 0.1021 -0.0167
C 1.3907 2.1048 -6.4808 0.5954 -0.7313 -0.9432
O 0.9061 3.3405 -6.0906 -1.4050 1.8782 1.3071
H 0.9873 2.0282 -7.4905 0.9589 -0.9889 -0.3705
H 2.4648 2.2360 -6.3494 0.3486 -1.0827 -0.7555
H 1.0360 1.2238 -5.9458 -0.2709 0.4653 0.4455
H 0.9079 3.8355 -6.9131 -0.1960 0.4994 0.3975
C 3.7326 -2.5152 3.1777 0.5167 0.4648 1.2434
O 4.8114 -3.4230 3.0563 -0.0860 -0.2665 -0.5433
H 3.7538 -2.0962 4.1837 0.1534 0.3606 0.1683
H 3.9399 -1.6987 2.4861 -0.3080 -0.1923 -0.1469
H 2.7089 -2.8853 3.1211 0.0740 -0.5174 -0.8241
H 4.7448 -4.1624 3.6649 -0.2683 0.0951 0.1020
C -2.2949 -0.7831 -4.8836 -0.1146 -0.1134 1.1650
O -1.6014 -0.4746 -6.0816 -0.3703 0.4851 0.2130
H -2.0213 -1.7988 -4.5983 -0.4273 -0.1231 0.2698
H -2.0755 -0.1430 -4.0291 1.1662 0.2460 -0.3298
H -3.3699 -0.6049 -4.8559 -0.3614 -0.5751 -1.0039
H -1.9882 -1.0724 -6.7256 0.1373 0.0872 -0.3100
C -1.5075 -4.8787 -2.8236 -0.0959 1.0638 1.2714
O -0.8729 -6.1148 -2.8300 0.2863 -0.8032 -0.5211
H -1.2784 -4.4695 -1.8396 -0.0546 0.2274 0.0788
H -1.1131 -4.1442 -3.5258 -0.0447 -0.1550 -0.3925
H -2.5958 -4.9307 -2.8553 -0.1476 -0.1082 -0.3985
H -0.9545 -6.4952 -3.7076 0.0516 -0.1608 -0.0233
C 7.5863 -1.2832 3.1098 0.8939 0.8318 -0.4426
O 8.4517 -0.1857 3.4213 0.3769 0.4366 0.6506
H 7.3719 -1.8661 4.0056 -0.1735 0.2432 -0.0973
H 6.7256 -0.7848 2.6639 -0.5016 -0.9468 -0.0909
H 8.1693 -1.8851 2.4128 -0.7450 -0.5061 -0.1945
H 9.0366 -0.0581 2.6707 0.0285 0.0460 0.0938
C 5.1328 1.4039 -1.4371 -0.8291 0.9208 0.3677
O 4.5579 2.5680 -0.7499 1.2864 -0.5666 -0.8048
H 5.2224 0.5379 -0.7813 -0.3402 -0.0730 0.0954
H 4.4833 1.2003 -2.2885 0.3394 -0.4669 -0.0937
H 6.1513 1.6165 -1.7619 -0.1920 0.4245 -0.0364
H 3.6049 2.4873 -0.6670 -0.1840 -0.2754 0.3266
C -6.4447 -0.5725 1.7678 0.3467 0.1802 -1.0175
O -7.2539 -1.0693 2.8185 0.3418 0.4944 0.2829
H -5.3741 -0.7357 1.8913 -0.0532 -0.8512 0.4141
H -6.7931 -1.0263 0.8400 0.3166 -0.0352 -0.2381
H -6.4192 0.5047 1.6032 -0.7527 0.2276 0.3767
H -7.9489 -0.4202 2.9501 -0.0821 -0.0939 0.1746
C 1.5891 -0.5114 -3.9654 0.4305 -0.1220 -0.2313
O 2.3402 0.3090 -3.0851 0.4765 0.5567 -0.7987
H 0.5828 -0.1164 -4.1054 -0.1828 -0.1948 -0.0417
H 2.1063 -0.5111 -4.9249 -0.0681 -0.0978 0.0002
H 1.5711 -1.5304 -3.5789 -0.2579 -0.1208 -0.1021
H 1.7973 0.3730 -2.2959 0.2317 -0.1504 0.1114
C 5.8340 2.4573 1.7607 -0.3153 0.6362 0.3279
O 6.4607 2.6388 3.0345 -0.5415 -0.1808 -0.4069
H 4.8772 2.9771 1.7116 0.1496 0.3388 0.5089
H 6.4236 2.9214 0.9701 0.1512 -0.4651 -0.1631
H 5.5289 1.4305 1.5591 0.5511 -0.2950 -0.1270
H 7.1088 1.9380 3.1359 0.2042 -0.1387 0.1464
C -2.4632 1.4701 3.0725 0.4247 -0.1325 -0.2313
O -2.5129 2.3837 2.0042 -0.2235 1.6416 -0.5752
H -1.4285 1.1327 3.1333 -0.0478 -0.5131 0.3703
H -2.7157 2.0307 3.9725 -0.1636 -0.2763 0.0110
H -3.1709 0.6786 2.8263 0.1722 -0.3061 0.6526
H -2.1159 2.0229 1.2081 -0.0508 -0.3821 0.0290
C -5.6220 -3.0372 -4.1532 -1.1744 -0.7086 0.1305
O -6.0120 -2.3101 -5.2802 0.1216 0.6658 -1.0897
H -5.6505 -4.0817 -4.4634 0.7221 -0.1919 0.0596
H -4.6673 -2.7259 -3.7291 -0.0605 -0.0324 0.0187
H -6.4387 -3.0115 -3.4318 0.2629 0.2653 0.6049
H -6.6896 -1.6612 -5.0768 0.2013 0.0285 0.2810
C -0.4603 5.3471 1.3749 -0.3454 0.2016 -1.5346
O -1.7977 5.0662 1.7420 0.3916 1.1179 0.2767
H -0.1554 4.6785 0.5699 0.3421 -0.4282 0.0628
H -0.4714 6.3167 0.8770 -0.1623 0.2673 0.1357
H 0.3535 5.4285 2.0954 -0.4869 -0.4570 0.7490
H -1.9993 4.1353 1.8620 0.2954 -0.6403 0.2581
C 2.4363 0.3436 4.7174 -0.7751 0.7845 0.4927
O 1.0828 0.8313 4.4904 1.3892 -0.1102 -0.3008
H 3.0365 0.1065 3.8389 -0.5021 0.0538 -0.4275
H 2.9508 1.1585 5.2265 0.0571 -0.2181 0.1931
H 2.3705 -0.5432 5.3477 0.2644 0.0243 0.1541
H 0.5499 0.0430 4.3631 -0.2101 -0.2405 -0.3561
C 5.1191 -2.2734 -2.8752 -0.3986 -0.9491 -0.5012
O 6.4533 -2.3130 -2.4431 0.1114 0.7041 0.5734
H 4.9437 -1.4012 -3.5049 -0.0839 -0.0559 0.1223
H 4.9211 -3.2040 -3.4071 -0.1286 0.0561 -0.7131
H 4.3925 -2.3590 -2.0673 -0.0545 0.7454 0.3502
H 6.3854 -2.7822 -1.6084 0.5663 -0.4018 -0.0123
C -3.5757 -2.6445 0.0204 1.1477 0.2181 -0.4140
O -4.5711 -2.5346 -0.9892 -0.5914 -0.5672 0.4284
H -2.7829 -3.3018 -0.3368 0.3124 0.0735 -0.1780
H -3.1685 -1.6375 0.1107 0.0602 -0.2189 0.4873
H -3.8461 -3.0838 0.9806 -0.7186 0.4895 0.0081
H -5.0992 -3.3306 -0.8938 -0.2895 -0.0364 -0.3192
C 1.9377 2.6642 1.5501 0.2091 -1.1661 1.1617
O 1.9288 2.7370 0.1627 -0.0467 1.9571 -1.9495
H 2.0768 3.6114 2.0712 0.1084 0.1842 -0.6371
H 1.0039 2.2363 1.9150 -0.0277 -0.0993 0.1959
H 2.7681 1.9938 1.7714 -0.0974 0.1496 0.8664
H 1.5576 1.9570 -0.2561 -0.2835 -0.2010 0.5550
C -6.1544 3.3286 1.8009 0.7902 -0.4758 0.4590
O -5.1183 2.9947 2.7077 -0.3457 0.2331 1.2152
H -5.7336 3.3372 0.7954 -0.5840 -0.0714 -0.2579
H -6.9181 2.5745 1.9908 -0.2813 -0.0375 -0.7288
H -6.6128 4.2904 2.0309 0.3197 0.2103 0.0159
H -4.2502 2.8142 2.3397 -0.1024 0.3093 -0.7903
```
Forces are in eV/Å.

Löwdin atomic charge list, values in e, 6 entries: Cs 1.047; N -0.297; S 0.527; O -0.240; O -0.259; F -0.256

---

# 2
Entry from OMol25: a molecular structure, C25H11F15GeI2InN2O6S3 at a distorted geometry (ωB97M-V with the def2-TZVPD basis set).

Properties
Multiplicity: 2
Largest force on an atom in eV Å⁻¹: 2.6
HOMO-LUMO gap (alpha / beta) in eV: 5.697 / 5.525
LUMO level (alpha / beta) in eV: 3.3 / 2.9
Highest occupied orbital energy (alpha / beta) in Ha: -0.0864 / -0.0950
⟨S²⟩: 0.75
Total charge: -2

XYZ file:
```
66
Properties=species:S:1:pos:R:3:forces:R:3
In -2.0380 -0.2559 1.1686 0.5832 -2.5360 -0.2445
N -3.6047 -2.0198 2.6202 0.1421 0.0727 -0.8487
C -4.2146 -2.8144 1.5146 0.2814 -0.1414 0.2670
C -3.0875 -3.4063 0.6220 0.0955 1.0477 0.4940
O -3.0988 -4.6392 0.4317 0.3203 1.0565 -0.1799
N -2.1880 -2.4409 0.2462 0.0326 -1.4094 -0.1109
C -0.8699 -3.0219 -0.1627 -0.4014 0.2956 0.9614
C 0.1756 -2.7997 0.9701 -2.0691 1.1207 -0.6150
O 0.9778 -3.6664 1.2011 1.5223 -1.4184 0.4441
O 0.0891 -1.6608 1.5539 -0.4941 0.5086 0.3784
H -4.3179 -1.5981 3.1959 0.0331 0.0163 0.2281
H -2.9424 -2.5583 3.1777 -0.3257 0.0807 -0.1177
H -4.8433 -3.6517 1.8808 0.3909 0.3514 -0.1848
H -4.8293 -2.1257 0.9336 -0.0091 -0.0247 0.0214
H -0.9659 -4.1054 -0.3245 0.0118 0.4709 -0.1308
H -0.4429 -2.5190 -1.0311 -0.2344 -0.0012 -0.3124
I -1.6471 -0.2501 5.3000 -0.2157 0.1360 -0.2320
C -3.1334 1.2872 5.1360 0.2103 0.1533 0.6343
I -4.0372 1.6796 3.2941 -0.1260 0.0404 0.3883
H -2.6386 2.2022 5.4402 0.0703 -0.0702 0.0958
H -3.9345 1.0579 5.8272 0.1484 -0.1451 0.1689
S -1.5499 5.1619 1.3464 -0.1673 0.2370 -0.0126
C -0.9169 3.8487 1.8783 0.1585 -0.1900 -0.0513
F 3.1716 -0.4285 2.0891 0.0837 0.1246 0.3957
C 3.2776 -1.3900 1.1611 0.0447 -0.0832 -0.4170
C 2.5710 -1.2401 -0.0141 -0.0558 0.1677 0.0302
C 2.6968 -2.2599 -0.9319 0.1129 -0.0107 0.2079
F 1.9962 -2.2634 -2.0786 -0.1167 -0.0193 -0.2821
C 3.5198 -3.3519 -0.7271 0.1359 0.0604 0.2653
F 3.6246 -4.3380 -1.6329 -0.0246 0.0028 -0.0505
C 4.2330 -3.4365 0.4515 0.0230 -0.0661 -0.1608
F 5.0318 -4.4893 0.6748 0.1064 -0.1780 0.0391
C 4.1224 -2.4478 1.4064 -0.2731 0.0145 0.1357
F 4.7823 -2.5628 2.5704 0.1370 -0.0042 0.0355
Ge 1.3557 0.4001 -0.0253 0.2235 -0.0825 -0.5830
S -0.2615 2.5260 2.3190 0.0341 0.0361 0.1709
C 2.8966 1.8163 -0.2748 0.1666 0.1764 -0.1302
C 2.3896 3.0499 -0.6380 0.0085 -0.1026 0.1991
F 1.0675 3.1534 -0.8622 -0.2700 0.2805 -0.0784
C 3.1345 4.2064 -0.7740 0.0848 -0.0630 0.0884
F 2.5655 5.3800 -1.0864 -0.0459 0.0988 -0.0732
C 4.4944 4.1411 -0.5490 0.0011 -0.1567 -0.0039
F 5.2524 5.2439 -0.6383 0.0698 0.1034 -0.0340
C 5.0696 2.9242 -0.2289 0.1255 0.1627 0.0054
F 6.4066 2.8772 -0.0283 -0.2474 -0.0835 -0.0463
C 4.2750 1.7943 -0.1147 -0.2209 0.1201 0.1264
F 4.9299 0.6597 0.1675 0.1043 -0.1784 0.0402
C 1.0952 0.3895 -2.1155 -0.1913 0.0014 0.2995
C 2.0923 0.4501 -3.0599 0.1300 -0.0405 -0.2983
F 3.3891 0.4374 -2.7078 0.1593 -0.0134 0.0371
C 1.8479 0.4729 -4.4216 -0.0942 -0.0311 0.0808
F 2.8449 0.5116 -5.3174 0.2021 0.0303 -0.0887
C 0.5473 0.4352 -4.8814 0.1403 0.1665 0.2376
F 0.3088 0.4829 -6.1938 -0.1532 -0.0436 -0.3394
C -0.4871 0.3818 -3.9727 -0.1753 -0.1417 0.0360
F -1.7571 0.3420 -4.4167 0.0195 0.0262 0.0434
C -0.1854 0.3424 -2.6223 0.0587 0.0547 0.1009
F -1.2274 0.2409 -1.7734 -0.3041 0.0292 -0.0300
C -4.9298 1.8778 -1.4674 -0.0045 0.0557 -0.5339
S -4.3691 1.6078 0.1414 0.6127 -0.5709 1.2103
O -4.3822 0.1484 0.3741 -0.2608 -0.0663 -0.2036
O -5.2650 2.3380 1.0381 -0.1995 -0.0231 -0.5909
O -2.9809 2.0534 0.2191 0.1982 0.4043 -0.4091
H -5.9556 1.5390 -1.5232 -0.1559 -0.0904 -0.1443
H -4.2670 1.3342 -2.1387 -0.1144 0.0441 -0.0704
H -4.8635 2.9461 -1.6165 -0.0326 0.2373 -0.2586
```
Forces are in eV/Å.

Löwdin atomic charge list, values in e, 6 entries: In 0.828; N -0.031; C -0.185; C -0.539; O -0.037; N -0.042

---

# 3
Entry from OMol25: a molecular structure, C25H13BCl2N4O7Zn (ωB97M-V with the def2-TZVPD basis set).

Properties
Multiplicity: 1
Largest force on an atom in eV Å⁻¹: 0.4
HOMO-LUMO gap in eV: 6.529
LUMO level in eV: 4.1
Highest occupied orbital energy in Ha: -0.0884
Total charge: -2

XYZ file:
```
53
Properties=species:S:1:pos:R:3:forces:R:3
Zn -0.4082 -0.0769 -0.9101 -0.0557 -0.0570 0.1068
Cl 5.3830 4.2887 -0.5388 0.0157 0.0149 0.0073
C 4.1171 3.1799 -1.0307 -0.0433 0.0066 0.0233
C 4.4517 2.0311 -1.7426 0.0051 -0.0318 -0.0271
C 3.4669 1.1530 -2.1123 0.0800 0.0472 0.0021
Cl 3.9250 -0.2602 -3.0181 0.0646 0.0333 -0.0498
C 2.0852 1.3192 -1.7766 0.0568 -0.0509 0.0131
O 1.2375 0.4084 -2.0421 -0.0797 0.0748 -0.1103
C 1.7910 2.5662 -1.1435 -0.0150 0.1688 -0.1145
C 0.4277 3.0672 -0.9606 -0.0053 -0.2553 0.3039
O -0.5896 2.6129 -1.4276 -0.0641 0.0467 -0.1337
C 2.8027 3.4462 -0.7488 0.0163 -0.0310 -0.0353
H 5.4815 1.8217 -1.9969 0.0051 -0.0003 0.0019
H 0.3810 3.9711 -0.3123 0.0064 0.0775 -0.0863
H 2.5276 4.3605 -0.2356 0.0018 0.0090 0.0071
O -3.3331 -1.1826 -1.0002 0.0548 0.0098 0.0133
B -2.3888 -0.2618 -1.5359 0.0771 0.0353 -0.0037
O -3.0727 0.4793 -2.5424 0.0606 0.0292 -0.0169
C -4.3474 0.0248 -2.5875 -0.0627 -0.0040 -0.0137
C -5.3872 0.4305 -3.3948 0.0090 -0.0125 0.0211
C -6.6127 -0.2192 -3.2299 -0.0228 -0.0059 -0.0047
C -6.7706 -1.2305 -2.2902 0.0015 -0.0058 0.0023
C -5.7099 -1.6348 -1.4759 0.0190 0.0250 -0.0180
C -4.5058 -0.9879 -1.6466 -0.0512 -0.0094 -0.0144
H -5.2517 1.2210 -4.1203 0.0062 0.0149 -0.0162
H -7.4552 0.0711 -3.8459 -0.0032 0.0041 -0.0028
H -7.7332 -1.7155 -2.1862 -0.0176 -0.0051 -0.0002
H -5.8164 -2.4198 -0.7402 -0.0076 -0.0178 0.0145
N 2.0198 -2.4420 -1.5647 0.0018 -0.0257 0.1367
C 1.1790 -2.7489 -0.5309 0.0594 -0.0157 -0.1911
O 0.1546 -2.0559 -0.3450 -0.0192 0.0772 0.0684
C 1.4794 -3.9021 0.2634 -0.0273 0.1118 -0.0684
C 2.6326 -4.6655 0.0103 0.0063 -0.1622 0.0603
N 3.5795 -5.2989 -0.2069 0.0423 0.0542 -0.0437
C 0.6306 -4.2966 1.3181 0.0050 0.0128 0.0747
N -0.0325 -4.6501 2.1975 -0.0324 -0.0361 0.0065
H 2.9603 -2.8025 -1.5133 -0.0587 0.0136 -0.0099
H 1.9395 -1.4821 -1.8853 -0.0220 -0.0511 0.0013
O 2.4911 -0.0694 0.7188 -0.0030 -0.1279 0.0554
C 1.5178 0.2435 1.3754 0.0604 0.1694 0.0309
N 0.2899 0.6374 0.8979 -0.0723 -0.1780 -0.0713
C -0.5334 0.9713 1.9444 0.0536 0.0689 0.0259
O -1.6774 1.3766 1.8816 -0.0523 -0.0080 0.0054
C 0.2362 0.7776 3.2304 -0.0371 0.0106 0.0347
C -0.1242 0.9644 4.5488 0.0152 -0.0024 -0.0361
C 0.8296 0.6707 5.5199 0.0033 0.0020 0.0132
C 2.0954 0.2084 5.1655 0.0071 0.0012 0.0136
C 2.4459 0.0294 3.8297 -0.0373 0.0115 -0.0064
C 1.4893 0.3241 2.8810 0.0389 -0.0340 0.0190
H -1.1152 1.3159 4.8058 -0.0113 0.0022 0.0086
H 0.5858 0.7926 6.5689 -0.0020 0.0014 0.0048
H 2.8112 -0.0229 5.9454 0.0081 0.0001 0.0031
H 3.4201 -0.3381 3.5359 0.0223 -0.0060 -0.0047
```
Forces are in eV/Å.

Löwdin atomic charge list, values in e, 6 entries: Zn 0.743; Cl 0.582; C -0.679; C -0.148; C -0.560; Cl 0.706